This record from the Open Molecules 2025 dataset describes 2 unconnected molecules or ions with the total composition C7H17N3 at a distorted geometry. The level of theory is wB97M-V/def2-TZVPD.

Values from the calculation:
- DFT total energy: -440.40495 Eh
- Net charge: +2
- M: 143.23 g/mol
- HOMO-LUMO gap: 8.325 eV
- Energy above the lowest of the compared OMol25 structures with the same formula, charge and spin: 325.68 kJ/mol

Each line ends with the natural charge from an NBO analysis.
Element x y z (Å)
C (-2.164, -0.419, -0.087)  0.335
C (-3.198, 1.670, 0.355)  -0.602
C (0.239, -0.693, -1.784)  -0.326
C (-0.991, -2.138, 1.173)  -0.418
C (3.355, 0.708, 1.223)  -0.446
C (-2.471, 0.836, -0.793)  -0.484
C (0.192, -0.675, -0.433)  -0.073
N (3.286, 0.171, -1.036)  -0.142
N (-1.054, -0.974, 0.213)  -0.325
N (3.815, 0.774, -0.139)  -0.054
H (-3.080, -0.905, 0.477)  0.235
H (-4.196, 1.245, 0.401)  0.240
H (-3.236, 2.697, -0.019)  0.260
H (-2.664, 1.721, 1.322)  0.231
H (4.599, 1.394, -0.277)  0.423
H (-0.716, -1.056, -2.364)  0.247
H (1.167, -0.603, -2.380)  0.231
H (-0.416, -1.987, 2.202)  0.250
H (-0.451, -2.918, 0.751)  0.241
H (-2.068, -2.203, 1.526)  0.248
H (2.844, -0.294, 1.247)  0.245
H (2.672, 1.591, 1.413)  0.287
H (4.303, 0.603, 1.660)  0.262
H (-1.444, 1.203, -1.169)  0.231
H (-2.991, 0.566, -1.671)  0.272
H (0.976, -0.478, 0.265)  0.206
H (3.690, 0.162, -2.077)  0.428

Forces on atoms 1 to 6 (eV/Å):
-2.87 -1.11 1.97
0.53 0.28 -1.75
-1.14 -1.39 0.16
-1.42 2.52 3.36
-2.14 -1.21 -0.84
3.49 0.11 1.43


This record from the Open Molecules 2025 dataset describes CH2N2O2 in the gas phase at a distorted geometry. The level of theory is wB97M-V/def2-TZVPD.

Values from the calculation:
- <S²>: 2.014
- 2S+1: 3
- DFT total energy: -298.99634 Eh
- Net charge: 0
- M: 74.04 g/mol
- HOMO-LUMO gap (spin up / spin down): 7.531 / 6.996 eV
- Energy above the lowest of the compared OMol25 structures with the same formula, charge and spin: 520.27 kJ/mol

Each line ends with the natural charge from an NBO analysis.
Element x y z (Å)
C (0.263, -0.512, 0.111)  -0.280
N (-0.401, -1.048, -0.780)  -0.045
N (0.173, -1.544, -1.997)  0.516
O (1.370, -1.731, -2.020)  -0.297
O (-0.665, -1.835, -2.794)  -0.364
H (0.018, -0.299, 1.106)  0.233
H (1.215, -0.121, -0.072)  0.237

Forces on atoms 1 to 6 (eV/Å):
1.90 1.54 3.09
-0.06 -1.65 -4.04
-1.95 -0.12 2.83
1.34 0.64 0.22
-1.49 -0.67 -2.49
-1.37 -0.03 1.16


This record from the Open Molecules 2025 dataset describes a molecular structure, C37H51BCsF9N3O8S at a distorted geometry. The level of theory is wB97M-V/def2-TZVPD.

Values from the calculation:
- DFT total energy: -3548.67446 Eh
- Net charge: -1
- M: 1012.59 g/mol
- HOMO-LUMO gap: 6.250 eV

Each line ends with the Mulliken charge.
Element x y z (Å)
C (-3.723, -3.013, -2.387)  -0.655
C (-2.157, -3.222, -2.717)  -0.212
O (-1.396, -3.724, -1.563)  -0.407
C (-1.606, -2.875, -0.400)  0.824
O (-1.912, -3.440, 0.604)  -0.519
C (-1.434, -1.278, -0.455)  -2.659
C (-1.246, -0.580, 1.005)  1.420
C (-0.896, 0.977, 0.759)  -0.969
C (-0.940, 1.825, 2.044)  0.293
N (-1.996, 2.611, 2.188)  -0.544
C (-1.901, 3.297, 3.371)  0.324
C (-2.996, 4.189, 3.711)  -0.559
C (-2.989, 4.944, 4.867)  -0.565
C (-1.868, 4.898, 5.807)  -0.622
C (-0.825, 4.041, 5.497)  0.443
C (0.385, 3.969, 6.449)  -0.779
S (1.580, 5.310, 5.988)  -0.138
C (2.844, 4.556, 4.903)  -0.387
C (2.546, 4.786, 3.386)  -0.864
C (-0.826, 3.228, 4.295)  -0.186
N (0.244, 2.397, 4.086)  -0.050
C (0.171, 1.684, 2.973)  -0.114
C (1.341, 0.700, 2.728)  -0.673
C (1.402, -0.196, 4.009)  -0.627
O (2.487, -1.153, 3.950)  -0.382
C (1.930, -2.407, 4.255)  0.742
C (1.934, -3.396, 3.059)  -0.482
O (1.496, -2.688, 5.335)  -0.527
H (-4.393, -3.345, -3.203)  0.196
H (-3.904, -1.918, -2.197)  0.128
H (-4.018, -3.608, -1.502)  0.274
H (-2.113, -3.899, -3.586)  0.397
H (-1.612, -2.269, -3.039)  -0.126
H (-0.490, -0.975, -1.092)  -0.114
H (-2.362, -0.842, -1.022)  2.418
H (-0.365, -1.105, 1.435)  -0.435
H (-2.182, -0.739, 1.642)  0.370
H (0.088, 1.069, 0.248)  0.404
H (-1.698, 1.395, 0.056)  0.276
H (-3.872, 4.284, 3.054)  0.442
H (-3.816, 5.620, 5.131)  0.355
H (-1.873, 5.504, 6.722)  0.410
H (0.920, 3.010, 6.325)  0.148
H (0.087, 4.052, 7.507)  0.537
H (2.961, 3.480, 5.133)  0.216
H (3.818, 5.043, 5.120)  0.380
H (1.520, 4.471, 3.122)  0.137
H (2.665, 5.863, 3.153)  0.364
H (3.240, 4.207, 2.740)  0.263
H (1.214, 0.105, 1.814)  0.218
H (2.274, 1.297, 2.668)  0.328
H (0.402, -0.654, 4.142)  0.538
H (1.560, 0.437, 4.904)  0.140
H (2.870, -3.186, 2.503)  0.328
H (1.071, -3.090, 2.427)  -0.132
H (1.857, -4.444, 3.385)  0.278
B (-6.858, -5.296, -3.647)  0.656
F (-7.603, -6.400, -3.182)  -0.391
F (-7.522, -4.700, -4.746)  -0.410
F (-6.717, -4.342, -2.608)  -0.406
F (-5.564, -5.727, -4.054)  -0.430
Cs (-2.233, 0.156, -2.222)  0.997
C (2.897, 2.236, -4.878)  -0.703
C (1.932, 2.640, -3.865)  0.344
N (1.173, 2.961, -3.065)  -0.353
H (3.911, 2.232, -4.479)  0.262
H (2.688, 1.233, -5.247)  0.159
H (2.881, 2.913, -5.732)  0.327
C (-0.943, 6.376, -2.018)  -1.138
C (-1.473, 5.832, -3.327)  -0.105
O (-1.901, 6.895, -4.202)  -0.330
C (-0.934, 7.573, -4.812)  0.346
O (0.239, 7.368, -4.691)  -0.520
C (-1.534, 8.645, -5.727)  0.900
F (-2.464, 9.379, -5.099)  -0.248
F (-2.124, 8.093, -6.801)  -0.255
F (-0.606, 9.491, -6.179)  -0.242
H (-1.688, 7.016, -1.542)  0.339
H (-0.686, 5.562, -1.340)  0.334
H (-0.052, 6.986, -2.172)  0.312
H (-2.352, 5.219, -3.134)  0.306
H (-0.740, 5.198, -3.829)  0.294
C (-1.620, -6.934, 3.314)  -0.330
C (-1.258, -7.843, 2.152)  -0.534
C (0.253, -7.688, 2.095)  -0.323
O (0.693, -7.431, 3.435)  -0.426
C (-0.448, -7.145, 4.257)  -0.374
H (-2.581, -7.169, 3.771)  0.354
H (-1.647, -5.895, 2.977)  0.054
H (-1.520, -8.877, 2.393)  0.261
H (-1.748, -7.578, 1.216)  0.349
H (0.541, -6.832, 1.475)  0.164
H (0.754, -8.579, 1.711)  0.281
H (-0.616, -8.005, 4.914)  0.259
H (-0.243, -6.270, 4.876)  0.283
F (3.756, -0.384, -3.633)  -0.298
C (3.719, -1.616, -4.188)  0.278
C (4.652, -1.953, -5.149)  -0.270
C (4.613, -3.221, -5.713)  -0.440
C (3.638, -4.129, -5.316)  -0.482
C (2.705, -3.773, -4.351)  -0.584
C (2.748, -2.509, -3.780)  -0.418
H (5.399, -1.230, -5.451)  0.414
H (5.343, -3.501, -6.461)  0.381
H (3.608, -5.117, -5.759)  0.376
H (1.943, -4.478, -4.044)  0.425
H (2.034, -2.216, -3.020)  0.610
F (-3.819, -0.458, 2.034)  -0.909
O (7.572, -0.713, -5.526)  -0.587
H (8.134, -0.248, -6.156)  0.294
H (8.170, -0.952, -4.810)  0.286

Forces on atoms 1 to 6 (eV/Å):
1.24 0.48 -0.22
-0.77 0.70 0.36
-1.02 2.12 0.08
0.07 -0.73 0.19
0.53 0.64 -0.45
0.92 -2.28 2.49


This record from the Open Molecules 2025 dataset describes a molecular structure, C29H22ClN2O8SbSe4Tc at a distorted geometry. The level of theory is wB97M-V/def2-TZVPD.

Values from the calculation:
- DFT total energy: -12216.48644 Eh
- Net charge: +1
- M: 1097.55 g/mol
- HOMO-LUMO gap (spin up / spin down): 4.569 / 4.569 eV

Each line ends with the natural charge from an NBO analysis.
Element x y z (Å)
Tc (0.049, 0.670, 0.021)  1.206
O (0.544, 0.149, 1.936)  -0.570
C (0.887, 0.904, 2.887)  0.446
C (1.056, 2.304, 2.854)  -0.320
C (1.535, 2.937, 4.025)  -0.081
C (1.722, 4.284, 4.018)  -0.029
C (1.441, 5.070, 2.884)  -0.099
C (0.963, 4.486, 1.746)  -0.294
C (0.754, 3.082, 1.695)  0.529
O (0.287, 2.565, 0.613)  -0.660
N (2.231, 4.942, 5.235)  0.531
O (2.398, 6.146, 5.184)  -0.355
O (2.362, 4.251, 6.228)  -0.363
H (1.080, 0.397, 3.836)  0.185
H (1.757, 2.365, 4.916)  0.260
H (1.609, 6.136, 2.938)  0.264
H (0.734, 5.071, 0.868)  0.246
Se (-4.833, -3.725, 0.813)  -0.187
Sb (-2.604, -4.256, -0.195)  0.800
Se (-2.311, -1.875, -1.291)  -0.099
Se (-0.259, -1.643, -0.336)  0.436
Se (-4.780, -4.838, -1.299)  -0.190
C (-4.012, -2.113, -4.280)  -0.649
C (-3.022, -0.986, -4.370)  -0.027
C (-1.767, -1.221, -4.918)  -0.213
C (-0.838, -0.198, -5.039)  -0.205
C (-1.151, 1.065, -4.581)  -0.205
C (-2.403, 1.318, -4.025)  0.123
N (-2.675, 2.656, -3.630)  -0.593
C (-3.255, 3.088, -2.468)  0.275
C (-4.083, 4.228, -2.515)  -0.263
C (-4.804, 4.627, -1.417)  -0.129
C (-4.753, 3.907, -0.217)  -0.280
C (-3.907, 2.834, -0.126)  -0.058
C (-3.107, 2.440, -1.219)  -0.305
C (-2.016, 1.548, -0.915)  0.782
O (-0.968, 1.359, -1.628)  -0.608
O (-1.944, 0.940, 0.226)  -0.633
C (-3.370, 0.304, -3.931)  0.032
C (-4.766, 0.543, -3.428)  -0.661
H (-3.531, -3.068, -4.493)  0.221
H (-4.824, -1.986, -5.000)  0.233
H (-4.476, -2.179, -3.294)  0.215
H (-1.521, -2.217, -5.265)  0.214
H (0.132, -0.391, -5.478)  0.222
H (-0.425, 1.867, -4.627)  0.222
H (-2.567, 3.352, -4.347)  0.405
H (-4.188, 4.753, -3.457)  0.222
H (-5.449, 5.493, -1.499)  0.229
H (-5.354, 4.208, 0.629)  0.230
H (-3.801, 2.292, 0.802)  0.227
H (-5.044, 1.592, -3.464)  0.228
H (-4.890, 0.206, -2.393)  0.221
H (-5.486, -0.006, -4.034)  0.228
Cl (8.436, 1.511, -1.099)  0.044
C (6.795, 1.008, -0.912)  -0.001
C (6.518, -0.339, -0.708)  -0.252
C (5.205, -0.735, -0.555)  -0.082
C (4.178, 0.207, -0.611)  -0.222
C (4.471, 1.553, -0.818)  -0.148
C (5.784, 1.959, -0.968)  -0.230
C (2.793, -0.262, -0.426)  0.796
O (2.498, -1.415, -0.160)  -0.587
O (1.863, 0.722, -0.551)  -0.622
H (7.328, -1.055, -0.673)  0.241
H (4.962, -1.776, -0.389)  0.235
H (3.671, 2.278, -0.868)  0.236
H (6.033, 2.998, -1.129)  0.238

Forces on atoms 1 to 6 (eV/Å):
1.22 -0.93 0.33
-0.16 -0.07 -0.10
0.01 0.23 -0.07
-0.05 -0.17 -0.04
0.04 0.20 -0.01
0.19 -0.17 0.10


Among the records above, which one has the lowest net charge?
C37H51BCsF9N3O8S